(1)
DFT (ωB97M-V/def2-TZVPD) results for a 10-piece molecular cluster, C36H94N2O24S8 overall.

The calculation puts the HOMO-LUMO gap at 8.035 eV. Its energy above the lowest of the compared OMol25 structures with the same formula, charge and spin is 1.327 eV. Its SMILES is CCOS(C)(=O)=O.CCOS(C)(=O)=O.CCOS(C)(=O)=O.CCOS(C)(=O)=O.CCOS(C)(=O)=O.CCOS(C)(=O)=O.CCOS(C)(=O)=O.CCOS(C)(=O)=O.CCN(CC)CC.CCN(CC)CC.

Structure (ORCA input):
```
! wB97M-V def2-TZVPD RIJCOSX def2/J DEFGRID3
* xyz 0 1
C -1.61 -0.13 2.62
C -1.42 -0.52 1.17
N -0.06 -0.90 0.84
C 0.64 -1.76 1.78
C -0.06 -3.09 2.09
C 0.10 -1.33 -0.55
C -0.07 -0.16 -1.50
H -2.54 0.41 2.81
H -0.73 0.38 3.02
H -1.80 -1.04 3.19
H -2.11 -1.33 0.89
H -1.64 0.37 0.56
H 1.65 -1.91 1.40
H 0.74 -1.21 2.72
H 0.47 -3.52 2.95
H -1.09 -2.96 2.42
H -0.03 -3.79 1.25
H -0.73 -2.04 -0.75
H 1.07 -1.80 -0.71
H 0.75 0.56 -1.38
H -0.97 0.45 -1.40
H 0.01 -0.55 -2.51
C -4.70 3.98 -0.01
C -3.21 4.10 0.25
N -2.38 3.69 -0.88
C -2.61 4.43 -2.10
C -2.21 5.90 -2.09
C -0.99 3.55 -0.46
C 0.00 3.36 -1.58
H -5.03 3.16 -0.65
H -5.07 4.85 -0.56
H -5.27 3.94 0.92
H -2.93 5.11 0.59
H -2.96 3.42 1.07
H -2.12 3.94 -2.94
H -3.68 4.43 -2.32
H -1.14 6.11 -2.05
H -2.57 6.40 -3.00
H -2.66 6.46 -1.26
H -0.91 2.74 0.27
H -0.73 4.47 0.11
H -0.37 2.66 -2.33
H 0.98 3.01 -1.26
H 0.25 4.31 -2.07
O -0.47 -3.83 -4.01
S 0.75 -3.14 -4.26
O 1.43 -2.51 -3.19
O 1.76 -4.15 -4.93
C 1.23 -5.04 -5.95
C 2.37 -5.98 -6.27
C 0.54 -1.90 -5.52
H 0.83 -4.54 -6.83
H 0.40 -5.58 -5.49
H 3.33 -5.53 -6.47
H 2.11 -6.65 -7.11
H 2.43 -6.73 -5.47
H 1.29 -1.15 -5.33
H -0.49 -1.54 -5.48
H 0.64 -2.39 -6.48
O 6.13 -0.95 -1.93
S 5.41 -1.95 -2.63
O 6.09 -3.01 -3.30
O 4.39 -2.59 -1.61
C 4.20 -4.03 -1.63
C 3.04 -4.31 -0.72
C 4.25 -1.25 -3.75
H 5.11 -4.51 -1.27
H 3.98 -4.30 -2.66
H 3.17 -3.77 0.22
H 2.95 -5.36 -0.44
H 2.11 -3.90 -1.12
H 3.41 -0.84 -3.21
H 3.96 -2.14 -4.31
H 4.75 -0.63 -4.50
O 5.24 4.32 0.95
S 5.25 3.15 0.15
O 6.42 2.66 -0.47
O 4.70 1.94 1.02
C 3.67 2.22 1.96
C 3.33 0.96 2.71
C 3.99 3.27 -1.08
H 2.75 2.51 1.43
H 3.86 3.03 2.67
H 4.26 0.60 3.16
H 2.99 0.18 2.02
H 2.46 1.10 3.35
H 3.02 3.33 -0.58
H 3.97 2.33 -1.63
H 4.20 4.12 -1.71
O 1.93 1.77 5.90
S 1.33 3.04 6.14
O 1.71 4.12 5.30
O -0.23 2.83 6.10
C -0.80 2.65 4.78
C -1.77 3.77 4.47
C 1.50 3.56 7.80
H -1.36 1.71 4.81
H -0.03 2.59 4.01
H -2.01 3.76 3.41
H -1.40 4.75 4.78
H -2.71 3.64 5.01
H 2.51 3.97 7.90
H 1.39 2.75 8.51
H 0.79 4.37 7.91
O 2.80 1.39 -8.71
S 2.13 0.39 -7.95
O 2.55 -0.97 -7.95
O 2.15 0.81 -6.41
C 1.98 2.20 -6.07
C 1.32 2.30 -4.72
C 0.38 0.45 -8.30
H 1.38 2.74 -6.80
H 2.97 2.66 -6.07
H 1.51 3.32 -4.35
H 1.77 1.68 -3.95
H 0.25 2.13 -4.81
H -0.05 1.33 -7.84
H -0.03 -0.50 -7.96
H 0.35 0.54 -9.38
O -3.87 -1.00 5.28
S -4.11 -2.32 4.81
O -3.60 -2.76 3.56
O -3.54 -3.22 5.98
C -3.40 -4.63 5.69
C -3.27 -5.34 7.02
C -5.85 -2.69 4.89
H -2.52 -4.78 5.07
H -4.22 -5.04 5.09
H -3.24 -6.42 6.90
H -3.99 -4.99 7.75
H -2.31 -5.08 7.48
H -6.16 -2.23 5.83
H -6.00 -3.76 4.89
H -6.28 -2.18 4.04
O 0.07 -2.99 6.82
S 0.38 -1.75 7.45
O 0.31 -1.64 8.86
O 1.86 -1.38 7.03
C 2.21 -1.27 5.63
C 2.50 -2.61 5.01
C -0.61 -0.45 6.75
H 3.15 -0.73 5.68
H 1.52 -0.65 5.06
H 3.18 -3.18 5.66
H 3.00 -2.53 4.04
H 1.61 -3.22 4.90
H -0.09 0.49 6.93
H -1.56 -0.44 7.28
H -0.70 -0.64 5.68
O -2.31 -0.18 -5.48
S -3.73 0.01 -5.49
O -4.58 -0.75 -6.32
O -4.29 -0.18 -4.03
C -3.43 0.19 -2.94
C -4.28 0.55 -1.74
C -4.07 1.74 -5.77
H -2.92 1.13 -3.19
H -2.69 -0.60 -2.78
H -4.96 -0.27 -1.47
H -4.89 1.42 -1.99
H -3.68 0.76 -0.86
H -3.80 2.26 -4.85
H -5.14 1.83 -5.91
H -3.50 2.07 -6.63
*
```

Results of the Löwdin charge analysis, in e, for atoms 1 through 5: C -0.08; C -0.25; N -0.19; C -0.25; C -0.05


(2)
DFT (ωB97M-V/def2-TZVPD) results for C21H27InN5O8S5 as an isolated structure.

The calculation puts the HOMO-LUMO gap at 8.021 eV. Its energy above the lowest of the compared OMol25 structures with the same formula, charge and spin is 0.583 eV.

Structure (ORCA input):
```
! wB97M-V def2-TZVPD RIJCOSX def2/J DEFGRID3
* xyz 1 1
In -0.39 0.73 1.51
C 2.19 -0.56 3.51
C 1.44 0.08 4.67
S -0.32 0.39 4.29
C -0.57 2.15 4.72
C 0.38 3.18 4.15
S 0.37 3.25 2.31
C 2.15 3.18 1.92
C 2.96 2.00 2.43
S 2.29 0.37 1.93
H 1.68 -1.48 3.20
H 3.21 -0.80 3.81
H 1.90 1.00 5.01
H 1.45 -0.64 5.50
H -0.56 2.21 5.81
H -1.59 2.34 4.37
H 1.40 3.05 4.48
H 0.03 4.16 4.47
H 2.58 4.11 2.30
H 2.17 3.20 0.83
H 3.09 2.01 3.52
H 3.95 2.06 1.97
O -1.62 4.23 0.30
C -1.68 3.06 0.01
O -2.05 2.11 0.82
C -1.32 2.53 -1.36
C -1.95 2.95 -2.51
C -1.70 2.29 -3.72
C -0.90 1.16 -3.75
C -0.22 0.78 -2.61
C -0.33 1.51 -1.39
O 0.39 1.22 -0.37
N 0.52 -0.44 -2.58
O 0.04 -1.38 -3.19
O 1.53 -0.51 -1.91
N -2.33 2.76 -4.93
O -2.02 2.22 -5.96
O -3.13 3.66 -4.81
H -2.64 3.78 -2.49
H -0.80 0.58 -4.66
N 0.36 -1.48 0.76
C 0.85 -2.30 0.11
N 1.42 -3.22 -0.58
C 2.88 -3.22 -0.69
C 3.26 -3.76 -2.07
O 2.67 -5.02 -2.30
C 1.27 -4.91 -2.32
C 0.73 -4.44 -0.97
H 3.30 -3.85 0.09
H 3.23 -2.19 -0.58
H 4.34 -3.90 -2.13
H 2.95 -3.05 -2.85
H 0.88 -5.90 -2.56
H 0.96 -4.20 -3.11
H 0.90 -5.21 -0.21
H -0.34 -4.23 -1.04
S -2.32 -1.00 1.88
C -2.93 -0.99 0.31
N -3.42 0.08 -0.27
C -4.00 -0.06 -1.59
C -3.83 -1.51 -2.04
S -3.05 -2.42 -0.65
H -3.25 1.00 0.16
H -3.51 0.63 -2.28
H -5.06 0.22 -1.53
H -3.17 -1.60 -2.90
H -4.77 -2.00 -2.26
*
```

Results of the natural (NBO) charge analysis, in e, for atoms 1 through 5: In 1.27; C -0.54; C -0.54; S 0.34; C -0.53


(3)
DFT (ωB97M-V/def2-TZVPD) results for C33H27NO8 in the gas phase.

The calculation puts the HOMO-LUMO gap at 7.837 eV. Its energy above the lowest of the compared OMol25 structures with the same formula, charge and spin is 0.196 eV. Its SMILES is O=C(O)c1cc(C(=O)O)c(C(=O)N(Cc2cccc(Oc3ccccc3)c2)[C@H]2CCCc3ccccc32)cc1C(=O)O.

Structure (ORCA input):
```
! wB97M-V def2-TZVPD RIJCOSX def2/J DEFGRID3
* xyz 0 1
O -4.78 -2.08 0.58
C -3.98 -2.59 -0.16
O -4.28 -3.59 -0.99
H -5.22 -3.80 -0.95
C -2.52 -2.25 -0.20
C -1.64 -3.02 0.53
C -0.29 -2.69 0.59
C 0.18 -1.55 -0.08
C -0.70 -0.82 -0.86
C -2.05 -1.14 -0.91
C -2.92 -0.30 -1.77
O -2.57 0.75 -2.25
O -4.13 -0.82 -1.98
H -4.67 -0.22 -2.51
H -0.34 0.02 -1.44
C 1.65 -1.20 -0.16
O 2.29 -1.64 -1.10
N 2.12 -0.35 0.76
C 1.39 0.01 1.96
C 0.98 1.46 1.97
C -0.13 1.86 1.23
C -0.53 3.19 1.23
C 0.21 4.13 1.94
C 1.31 3.73 2.67
C 1.69 2.40 2.69
H 2.54 2.09 3.29
H 1.88 4.46 3.22
H -0.10 5.16 1.92
O -1.59 3.66 0.52
C -2.71 2.91 0.27
C -3.16 1.88 1.10
C -4.34 1.23 0.80
C -5.10 1.61 -0.29
C -4.66 2.64 -1.10
C -3.47 3.28 -0.83
H -3.11 4.08 -1.46
H -5.25 2.94 -1.96
H -6.03 1.10 -0.50
H -4.68 0.42 1.43
H -2.59 1.61 1.98
H -0.68 1.13 0.65
H 2.02 -0.21 2.83
H 0.50 -0.62 2.03
C 3.50 0.14 0.69
C 3.79 0.65 -0.71
C 2.91 1.58 -1.26
C 3.13 2.10 -2.52
C 4.24 1.69 -3.25
C 5.11 0.78 -2.70
C 4.91 0.24 -1.43
C 5.87 -0.76 -0.86
C 5.14 -1.70 0.09
C 4.50 -0.90 1.21
H 5.29 -0.38 1.77
H 3.98 -1.57 1.89
H 4.37 -2.24 -0.46
H 5.84 -2.43 0.51
H 6.66 -0.23 -0.32
H 6.34 -1.32 -1.67
H 5.98 0.46 -3.27
H 4.42 2.09 -4.23
H 2.44 2.81 -2.93
H 2.05 1.90 -0.69
H 3.52 1.02 1.35
C 0.67 -3.51 1.38
O 1.71 -3.10 1.82
O 0.24 -4.76 1.57
H 0.89 -5.26 2.08
H -1.99 -3.89 1.06
*
```

Results of the natural (NBO) charge analysis, in e, for atoms 1 through 5: O -0.58; C 0.81; O -0.67; H 0.50; C -0.14


(4)
DFT (ωB97M-V/def2-TZVPD) results for an isolated ion of composition C7H18N5 and charge +1.

The calculation puts the HOMO-LUMO gap at 9.982 eV. Its energy above the lowest of the compared OMol25 structures with the same formula, charge and spin is 0.573 eV. Its SMILES is CC1=N[N@@+](C)(CCN)CC1(N)N.

Structure (ORCA input):
```
! wB97M-V def2-TZVPD RIJCOSX def2/J DEFGRID3
* xyz 1 1
C 1.43 0.32 -0.40
C -0.56 -0.64 -1.22
C 0.71 0.03 -1.76
C 2.87 0.80 -0.40
C -0.74 -1.90 0.93
C -1.17 0.52 2.41
C -1.31 0.47 0.88
N 0.90 -0.16 0.62
N 1.68 -0.86 -2.34
N 0.53 1.25 -2.55
N -2.44 0.99 3.03
N -0.48 -0.57 0.31
H -1.47 -0.04 -1.62
H -0.74 -1.62 -1.55
H 2.81 1.66 -1.04
H 3.66 0.17 -0.70
H 3.09 1.13 0.63
H -1.17 -2.74 0.23
H 0.18 -2.50 1.28
H -1.51 -1.81 1.74
H -0.80 -0.46 2.78
H -0.46 1.25 2.66
H -0.85 1.45 0.57
H -2.47 0.43 0.74
H 1.28 -1.36 -3.14
H 2.45 -0.27 -2.76
H 0.48 1.09 -3.63
H -0.30 1.83 -2.40
H -3.17 0.39 2.64
H -2.43 1.16 4.04
*
```

Results of the natural (NBO) charge analysis, in e, for atoms 1 through 5: C 0.37; C -0.24; C 0.19; C -0.68; C -0.46


(5)
DFT (ωB97M-V/def2-TZVPD) results for C32H34AsN3O3OsS2 as an isolated structure.

The calculation puts the HOMO-LUMO gap (spin up / spin down) at 6.390 / 5.772 eV. Its energy above the lowest of the compared OMol25 structures with the same formula, charge and spin is 0.048 eV.

Structure (ORCA input):
```
! wB97M-V def2-TZVPD RIJCOSX def2/J DEFGRID3
* xyz 0 5
Os 0.85 0.05 0.36
C 0.43 4.26 0.43
C -0.54 3.72 1.44
C -1.65 4.48 1.82
C -2.55 4.00 2.76
C -2.33 2.76 3.34
C -1.23 1.99 3.00
C -0.99 0.68 3.70
C -0.35 2.47 2.04
N 0.80 1.70 1.64
C 2.00 2.22 2.00
O 2.22 3.13 2.78
C 3.16 1.58 1.27
C 4.49 1.90 1.43
C 5.42 1.25 0.63
C 5.02 0.29 -0.30
C 3.67 0.02 -0.40
N 2.80 0.67 0.37
C 3.03 -0.98 -1.34
O 3.71 -1.57 -2.15
N 1.69 -1.09 -1.14
C 0.99 -1.98 -2.03
C 0.94 -3.35 -1.74
C 1.76 -3.94 -0.63
C 0.16 -4.16 -2.56
C -0.49 -3.64 -3.66
C -0.36 -2.30 -3.98
C 0.39 -1.45 -3.17
C 0.59 -0.01 -3.54
H -0.01 5.12 -0.09
H 0.67 3.50 -0.31
H 1.35 4.59 0.91
H -1.79 5.45 1.37
H -3.40 4.60 3.05
H -3.02 2.39 4.10
H -1.68 0.57 4.54
H 0.03 0.60 4.06
H -1.14 -0.17 3.02
H 4.77 2.65 2.16
H 6.48 1.48 0.73
H 5.71 -0.24 -0.94
H 1.84 -3.27 0.22
H 2.77 -4.13 -0.99
H 1.33 -4.88 -0.29
H 0.09 -5.22 -2.33
H -1.09 -4.29 -4.29
H -0.83 -1.90 -4.87
H 0.00 0.25 -4.42
H 1.64 0.18 -3.78
H 0.32 0.67 -2.72
S 1.43 -1.54 2.30
C 0.23 -2.77 2.08
C 0.35 -3.99 2.76
C -0.58 -5.00 2.60
C -1.68 -4.82 1.74
C -1.82 -3.62 1.08
C -0.88 -2.59 1.24
S -1.16 -1.09 0.41
H 1.20 -4.14 3.41
H -0.46 -5.93 3.13
H -2.40 -5.61 1.61
H -2.66 -3.46 0.41
C -2.90 0.06 -2.42
As -2.30 1.62 -1.49
C -3.66 2.05 -0.21
C -2.22 3.05 -2.76
O -0.82 1.46 -0.74
H -3.70 0.33 -3.11
H -3.26 -0.66 -1.69
H -2.06 -0.39 -2.96
H -4.61 2.24 -0.72
H -3.34 2.92 0.35
H -3.76 1.21 0.47
H -3.13 3.09 -3.36
H -1.36 2.89 -3.40
H -2.09 3.99 -2.22
*
```

Results of the natural (NBO) charge analysis, in e, for atoms 1 through 5: Os 1.29; C -0.65; C -0.02; C -0.23; C -0.22


(6)
DFT (ωB97M-V/def2-TZVPD) results for a 2-piece molecular cluster, C10H16O overall.

The calculation puts the HOMO-LUMO gap at 9.141 eV. Its energy above the lowest of the compared OMol25 structures with the same formula, charge and spin is 2.310 eV. Its SMILES is Cc1ccc(O)cc1.CCC.

Structure (ORCA input):
```
! wB97M-V def2-TZVPD RIJCOSX def2/J DEFGRID3
* xyz 0 1
C -1.20 0.38 -2.69
C -2.68 0.48 -2.16
C -0.50 -0.95 -2.72
H -1.21 0.57 -3.75
H -0.63 1.15 -2.16
H -2.78 1.59 -2.10
H -2.79 0.00 -1.17
H -1.07 -1.88 -2.66
H -0.21 -1.22 -3.74
H -3.31 0.02 -2.91
H 0.25 -1.00 -1.92
C -0.11 2.16 1.99
C 0.92 -1.38 2.72
C 1.79 -1.54 1.69
C 0.43 -0.05 2.92
C 0.80 0.91 2.03
C 2.21 -0.51 0.83
C 1.62 0.75 0.87
O 2.18 -2.80 1.36
H 0.54 -2.18 3.33
H -0.29 0.10 3.68
H 2.67 -0.71 -0.11
H 2.75 -2.88 0.59
H 0.24 2.98 1.37
H -0.37 2.58 2.95
H 1.77 1.58 0.20
H -1.02 1.89 1.58
*
```

Results of the natural (NBO) charge analysis, in e, for atoms 1 through 5: C -0.40; C -0.60; C -0.64; H 0.20; H 0.19


(7)
DFT (ωB97M-V/def2-TZVPD) results for C6H19N2PtSi as an isolated structure.

The calculation puts the HOMO-LUMO gap (spin up / spin down) at 2.915 / 7.702 eV.

Structure (ORCA input):
```
! wB97M-V def2-TZVPD RIJCOSX def2/J DEFGRID3
* xyz -1 3
C 2.14 1.04 -2.25
Pt 0.17 -0.29 -2.29
N -0.98 -1.92 -2.45
N 0.47 -0.45 -4.34
H -1.92 -1.71 -2.20
H 2.05 -0.05 -2.16
H 2.55 1.25 -1.26
H 1.52 1.96 -2.48
H 2.82 1.03 -3.10
H -0.40 -0.32 -4.87
H 0.86 -1.35 -4.63
H 1.12 0.25 -4.69
H -0.99 -2.44 -3.33
H -0.63 -2.54 -1.75
C 0.94 -0.32 3.42
Si -0.56 0.37 2.53
C -2.09 -0.56 3.06
C -0.75 2.18 2.98
C -0.30 0.06 0.76
C -0.15 -0.18 -0.44
H 0.82 -0.30 4.51
H 1.84 0.25 3.16
H 1.10 -1.36 3.11
H -2.21 -0.58 4.15
H -3.01 -0.12 2.63
H -2.03 -1.60 2.71
H 0.12 2.77 2.67
H -1.64 2.64 2.50
H -0.86 2.31 4.07
*
```

Results of the natural (NBO) charge analysis, in e, for atoms 1 through 5: C -0.97; Pt 0.03; N -1.06; N -1.38; H 0.39


(8)
DFT (ωB97M-V/def2-TZVPD) results for a 2-piece molecular cluster, C4H9NO overall.

The calculation puts the HOMO-LUMO gap at 9.224 eV. Its energy above the lowest of the compared OMol25 structures with the same formula, charge and spin is 1.991 eV. Its SMILES is C=CN.CC=O.

Structure (ORCA input):
```
! wB97M-V def2-TZVPD RIJCOSX def2/J DEFGRID3
* xyz 0 1
C -1.32 0.98 -2.59
C -0.53 1.91 -2.08
N 0.36 1.78 -1.01
H -1.27 -0.04 -2.22
H -2.00 1.20 -3.40
H -0.52 2.90 -2.54
H 0.25 0.90 -0.52
H 0.16 2.49 -0.30
O 0.45 -1.48 0.33
C 0.47 -2.10 1.36
C 0.83 -1.46 2.68
H 0.34 -3.19 1.35
H 1.87 -1.15 2.59
H 0.22 -0.58 2.85
H 0.70 -2.15 3.51
*
```

Results of the natural (NBO) charge analysis, in e, for atoms 1 through 5: C -0.50; C 0.01; N -0.82; H 0.19; H 0.20


Number 1: E -6528.68620 Eh. Number 2: E -3872.86157 Eh. Number 3: E -1930.50885 Eh. Number 4: E -550.96423 Eh. Number 5: E -4752.65878 Eh. Number 6: E -465.81291 Eh. Number 7: E -758.20296 Eh. Number 8: E -287.75928 Eh.